Computed, not measured: a structure of composition C25H28N3O6PtS3 in a non-equilibrium geometry, with wB97M-V/def2-TZVPD.

Properties
net charge	+1
energy above the lowest of the compared OMol25 structures with the same formula, charge and spin	0.9431	eV
E_HOMO	-9.8	eV
LUMO	-2.6	eV
calculated total energy	-2898.79502	Ha
2S+1	1

Each line ends with the natural charge from an NBO analysis.
Atoms and positions in Å:
Pt (0.011555, 0.040875, 0.087485)  0.896
N (-0.858104, 0.576221, -1.725325)  -0.617
N (-0.408191, -0.219449, -2.788469)  -0.426
C (0.702951, -0.925784, -2.650523)  0.327
N (1.080390, -1.696634, -3.664940)  -0.749
S (1.649902, -0.829283, -1.244856)  -0.013
H (-1.818413, 0.199639, -1.421543)  0.463
H (-0.878318, 1.549059, -2.007492)  0.400
H (-1.079543, -0.450659, -3.504058)  0.411
H (0.606068, -1.692080, -4.552219)  0.411
H (1.912161, -2.254295, -3.571255)  0.432
O (0.626050, -0.723543, 1.959633)  -0.946
S (0.856955, -0.198103, 3.383289)  1.293
C (-0.737138, 0.310986, 4.009468)  -0.617
C (-1.789259, -0.805131, 3.947173)  -0.398
C (-2.541540, -0.876644, 2.617499)  -0.438
C (-3.433758, 0.360505, 2.409183)  -0.595
S (-2.852857, 1.384779, 1.030137)  1.274
O (-1.301693, 1.325299, 1.104118)  -1.008
C (-3.209375, 2.972927, 1.696351)  -0.196
C (-2.190828, 3.746466, 2.234559)  -0.233
C (-2.521809, 4.985411, 2.770862)  -0.194
C (-3.839682, 5.427190, 2.756356)  -0.189
C (-4.841039, 4.640176, 2.197416)  -0.179
C (-4.529057, 3.403228, 1.655242)  -0.243
C (1.645457, 1.391366, 3.363752)  -0.196
C (1.941742, 1.950549, 4.604610)  -0.239
C (2.508434, 3.213450, 4.659299)  -0.195
C (2.790226, 3.903020, 3.483923)  -0.190
C (2.519704, 3.319453, 2.254704)  -0.185
C (1.947908, 2.052501, 2.187901)  -0.240
H (-1.017808, 1.200361, 3.443405)  0.245
H (-0.523376, 0.597592, 5.043080)  0.246
H (-2.493115, -0.631593, 4.763138)  0.221
H (-1.328892, -1.778655, 4.135236)  0.232
H (-3.143886, -1.783161, 2.576570)  0.247
H (-1.814122, -0.968094, 1.816467)  0.250
H (-3.451518, 1.013457, 3.283796)  0.233
H (-4.463112, 0.098806, 2.150184)  0.260
H (-1.167744, 3.390566, 2.222884)  0.244
H (-1.744362, 5.607700, 3.197076)  0.228
H (-4.089189, 6.393659, 3.175741)  0.230
H (-5.864875, 4.992636, 2.175086)  0.231
H (-5.304547, 2.785990, 1.209548)  0.231
H (1.740212, 1.406325, 5.522863)  0.225
H (2.737495, 3.656801, 5.619880)  0.231
H (3.235252, 4.889486, 3.529809)  0.229
H (2.759131, 3.844707, 1.338610)  0.226
H (1.756094, 1.599623, 1.231493)  0.239
O (-3.072104, -0.795913, -1.073522)  -0.789
C (-2.547745, -1.836237, -0.563681)  0.778
O (-1.319955, -1.933183, -0.270424)  -0.815
C (-3.443307, -2.994497, -0.273391)  -0.199
C (-3.034605, -3.989966, 0.598860)  -0.174
C (-3.881725, -5.057994, 0.930326)  -0.270
C (-5.117969, -5.066665, 0.338756)  0.243
O (-6.108341, -5.987859, 0.495000)  -0.475
C (-7.232038, -5.508164, -0.267141)  0.235
O (-6.787680, -4.346796, -0.984909)  -0.491
C (-5.520750, -4.085585, -0.539551)  0.279
C (-4.718489, -3.031658, -0.866800)  -0.236
H (-2.040908, -3.927374, 1.025589)  0.235
H (-3.576400, -5.844442, 1.610812)  0.233
H (-8.038133, -5.238232, 0.408419)  0.161
H (-7.544809, -6.273056, -0.968873)  0.173
H (-5.035715, -2.254302, -1.549022)  0.243

Atoms 1-6, force components in eV/Å:
Pt 0.51 1.47 -0.29
N -0.17 -0.55 1.09
N -0.27 0.26 -0.22
C 0.49 -0.33 0.09
N 0.11 -0.03 -0.12
S 0.08 -0.26 0.34